Density functional theory data (ωB97M-V/def2-TZVPD) for a cluster of 6 separate species, C32H67N6O10 in total at a distorted geometry.

ORCA input file:
```
! wB97M-V def2-TZVPD RIJCOSX def2/J DEFGRID3
* xyz -1 1
C 4.388 2.118 2.054
C 4.878 1.795 0.508
C 3.483 1.636 -0.386
C 2.993 3.039 -1.080
C 3.018 2.978 -2.746
C 1.537 2.600 -3.355
C 1.186 0.969 -3.259
C 0.054 0.826 -2.045
N -0.687 -0.483 -2.047
C 0.204 -1.692 -1.926
C 1.146 -1.750 -0.588
C 0.626 -2.824 0.564
O 1.140 -2.722 1.813
O -0.396 -3.864 0.360
C -1.884 -0.515 -1.132
C -3.153 0.252 -1.870
C -3.408 1.787 -1.369
C -4.394 1.902 -0.039
O -4.903 3.303 -0.037
C -3.899 4.235 0.498
C -1.617 -0.053 0.414
O -1.861 -0.961 1.402
O -1.177 1.275 0.882
H 3.763 1.173 2.407
H 3.648 3.029 2.036
H 5.291 2.267 2.784
H 5.387 0.729 0.487
H 5.609 2.612 0.069
H 2.645 1.331 0.403
H 3.612 0.797 -1.213
H 3.685 3.897 -0.655
H 1.881 3.292 -0.792
H 3.408 4.055 -3.081
H 3.833 2.218 -3.134
H 0.756 3.263 -2.763
H 1.497 2.990 -4.479
H 0.663 0.709 -4.282
H 2.170 0.371 -3.051
H -0.718 1.710 -2.249
H 0.591 1.095 -1.037
H -0.457 -2.683 -1.966
H 0.937 -1.787 -2.863
H 1.338 -0.710 -0.070
H 2.213 -2.151 -0.927
H -1.269 -3.392 0.116
H -2.218 -1.661 -1.078
H -3.090 0.123 -3.049
H -4.121 -0.370 -1.550
H -3.993 2.340 -2.241
H -2.448 2.406 -1.120
H -5.280 1.113 -0.063
H -3.799 1.788 0.985
H -3.880 5.235 -0.151
H -4.117 4.556 1.627
H -2.797 3.828 0.495
C 4.683 -0.077 -6.759
C 3.815 0.803 -5.904
O 3.339 0.414 -4.839
N 3.558 2.069 -6.340
C 4.017 2.710 -7.549
H 4.797 -1.054 -6.280
H 4.219 -0.225 -7.738
H 5.675 0.369 -6.870
H 2.966 2.599 -5.710
H 4.583 3.600 -7.267
H 3.140 3.011 -8.127
H 4.645 2.055 -8.155
C -0.801 -9.441 0.318
C -1.231 -8.543 -0.808
O -1.265 -8.928 -1.974
N -1.592 -7.262 -0.506
C -1.621 -6.623 0.788
H -0.544 -10.427 -0.079
H 0.083 -9.027 0.811
H -1.617 -9.560 1.036
H -1.869 -6.721 -1.317
H -2.643 -6.284 0.975
H -0.957 -5.756 0.752
H -1.306 -7.290 1.590
C 1.365 5.042 5.518
C 2.370 4.253 4.726
O 3.219 4.795 4.024
N 2.320 2.892 4.802
C 1.408 2.070 5.561
H 1.531 6.111 5.356
H 0.352 4.797 5.190
H 1.481 4.833 6.585
H 3.028 2.432 4.241
H 1.997 1.456 6.247
H 0.877 1.419 4.863
H 0.688 2.661 6.128
C -1.935 4.498 9.270
C -0.930 3.709 8.478
O -0.081 4.252 7.776
N -0.980 2.348 8.553
C -1.892 1.526 9.313
H -1.769 5.567 9.107
H -2.948 4.253 8.941
H -1.819 4.289 10.337
H -0.272 1.888 7.992
H -1.303 0.912 9.999
H -2.423 0.875 8.615
H -2.612 2.118 9.880
C -4.765 -3.544 -4.445
C -3.659 -3.870 -3.480
O -3.121 -3.008 -2.789
N -3.253 -5.169 -3.383
C -3.752 -6.318 -4.100
H -4.976 -2.472 -4.410
H -4.462 -3.803 -5.463
H -5.675 -4.084 -4.169
H -2.506 -5.307 -2.713
H -4.121 -7.040 -3.367
H -2.919 -6.761 -4.651
H -4.553 -6.061 -4.794
*
```

The total energy is -63679.565 eV.

***

Density functional theory data (ωB97M-V/def2-TZVPD) for a cluster of 6 separate species, C32H68BO17P in total at a distorted geometry.

ORCA input file:
```
! wB97M-V def2-TZVPD RIJCOSX def2/J DEFGRID3
* xyz 0 1
C 1.146 -1.571 -4.224
C 1.775 -0.530 -3.337
O 2.422 0.469 -4.145
B 2.032 1.711 -3.674
O 2.767 2.253 -2.616
P 0.498 2.727 -4.398
C -1.019 3.745 -4.974
C -2.348 3.362 -4.316
C -2.449 3.626 -2.800
C -1.487 4.683 -2.265
C -3.871 4.023 -2.327
C -5.009 3.386 -3.095
C -4.964 1.890 -3.092
C -5.750 1.143 -3.836
C -6.156 -0.233 -3.372
C -6.259 1.571 -5.188
H 0.513 -2.204 -3.611
H 0.483 -1.092 -4.934
H 1.883 -2.157 -4.755
H 0.950 -0.071 -2.778
H 2.464 -0.962 -2.619
H 2.174 2.379 -1.858
H 0.778 2.298 -5.737
H -0.386 1.922 -3.562
H 1.124 3.948 -3.920
H -1.111 3.620 -6.053
H -0.817 4.802 -4.810
H -3.140 3.843 -4.878
H -2.477 2.290 -4.463
H -2.217 2.689 -2.295
H -1.645 4.743 -1.190
H -0.438 4.454 -2.403
H -1.755 5.661 -2.652
H -3.915 3.789 -1.266
H -3.926 5.108 -2.395
H -5.939 3.713 -2.637
H -5.064 3.751 -4.116
H -4.227 1.392 -2.473
H -7.227 -0.310 -3.523
H -5.715 -0.983 -4.030
H -5.884 -0.396 -2.341
H -5.397 1.787 -5.802
H -6.800 0.734 -5.619
H -6.941 2.414 -5.151
C -3.948 1.586 1.211
C -4.674 0.384 0.646
O -3.900 -0.814 0.801
C -3.933 -1.367 2.015
O -4.559 -0.964 2.963
O -3.144 -2.444 2.001
C -3.032 -3.108 3.263
H -2.949 1.666 0.777
H -4.501 2.501 0.998
H -3.829 1.499 2.291
H -4.819 0.509 -0.426
H -5.659 0.262 1.096
H -4.011 -3.342 3.674
H -2.467 -2.491 3.960
H -2.489 -4.033 3.092
C 6.154 8.263 -4.415
C 5.698 7.448 -5.607
O 6.126 6.084 -5.505
C 5.393 5.311 -4.698
O 4.415 5.657 -4.082
O 5.930 4.093 -4.692
C 5.279 3.165 -3.812
H 7.232 8.169 -4.280
H 5.906 9.316 -4.555
H 5.677 7.916 -3.499
H 6.153 7.834 -6.518
H 4.616 7.496 -5.733
H 4.220 3.130 -4.002
H 5.468 3.437 -2.775
H 5.709 2.187 -4.007
C 1.400 -7.413 5.264
C 0.812 -7.071 6.616
O 1.161 -5.737 7.018
C 0.447 -4.764 6.457
O -0.457 -4.902 5.669
O 0.909 -3.594 6.903
C 0.265 -2.457 6.323
H 2.477 -7.240 5.259
H 1.210 -8.457 5.015
H 0.969 -6.790 4.481
H 1.223 -7.728 7.380
H -0.271 -7.197 6.624
H -0.817 -2.526 6.423
H 0.546 -2.366 5.274
H 0.612 -1.577 6.859
C 4.408 -10.150 -0.385
C 3.215 -10.551 0.458
O 2.782 -9.475 1.302
C 2.043 -8.539 0.705
O 1.701 -8.531 -0.451
O 1.751 -7.602 1.612
C 1.013 -6.493 1.094
H 5.207 -9.762 0.247
H 4.783 -11.006 -0.945
H 4.140 -9.366 -1.092
H 3.490 -11.362 1.131
H 2.389 -10.902 -0.159
H 0.123 -6.825 0.565
H 1.644 -5.896 0.436
H 0.716 -5.888 1.947
C 2.179 4.595 8.040
C 2.812 3.577 7.115
O 2.059 2.355 7.085
C 0.969 2.372 6.318
O 0.579 3.295 5.650
O 0.372 1.180 6.425
C -0.858 1.082 5.701
H 2.030 4.167 9.032
H 2.814 5.477 8.127
H 1.204 4.909 7.668
H 3.801 3.305 7.480
H 2.931 3.972 6.107
H -0.731 1.378 4.662
H -1.621 1.696 6.178
H -1.170 0.042 5.733
*
```

As for the energy above the lowest of the compared OMol25 structures with the same formula, charge and spin: 45.0 kJ/mol. The SMILES is CCOB(O)[PH3]CC[C@@H](C)CCC=C(C)C.CCOC(=O)OC.CCOC(=O)OC.CCOC(=O)OC.CCOC(=O)OC.CCOC(=O)OC.

***

Density functional theory data (ωB97M-V/def2-TZVPD) for a cluster of 14 separate species, C32H68N2O20S2 in total at a distorted geometry.

ORCA input file:
```
! wB97M-V def2-TZVPD RIJCOSX def2/J DEFGRID3
* xyz 0 1
N 1.460 -1.133 5.536
C 0.873 -1.244 4.150
C 2.002 -1.350 2.999
N 3.050 -0.381 3.438
C 2.697 0.862 3.239
S 2.220 2.449 3.525
O 2.569 -2.692 3.272
S 1.701 -3.836 2.408
O 2.491 -5.082 2.150
O 0.396 -4.334 2.959
O 1.419 -2.850 1.079
C 1.570 -1.431 1.453
C 0.051 -0.896 1.158
C -0.063 -0.135 -0.260
O -0.388 -0.792 -1.284
C 0.239 1.440 -0.425
C 0.692 2.021 -1.811
C 1.014 3.534 -1.893
C 0.913 4.464 -0.640
C 0.437 3.910 0.737
C 0.118 2.376 0.795
O 2.314 -0.724 0.447
C 3.699 -1.082 0.421
O 4.167 -2.220 0.210
C 4.721 0.133 0.689
C 6.072 -0.011 1.421
C 6.895 1.312 1.616
C 6.389 2.708 1.124
C 5.025 2.836 0.368
C 4.212 1.530 0.171
H 1.761 -0.150 5.701
H 2.315 -1.698 5.633
H 0.118 -2.100 4.165
H 0.287 -0.261 3.991
H -0.325 -0.166 1.951
H -0.640 -1.818 1.110
H 0.765 1.286 -2.684
H 1.370 3.945 -2.898
H 1.173 5.567 -0.712
H 0.368 4.598 1.658
H -0.220 1.956 1.812
H 6.438 -1.023 1.806
H 7.905 1.317 2.170
H 6.970 3.678 1.291
H 4.592 3.829 0.001
H 3.193 1.628 -0.361
C -3.487 1.209 1.742
O -2.838 1.071 3.002
H -2.845 0.791 0.965
H -4.434 0.669 1.758
H -3.663 2.267 1.535
H -3.426 1.448 3.668
C -7.098 2.072 0.738
O -6.454 1.935 1.997
H -6.453 1.652 -0.035
H -8.048 1.531 0.749
H -7.274 3.130 0.527
H -7.044 2.312 2.662
C 0.686 4.739 -6.258
O -0.168 4.228 -5.244
H 1.099 5.691 -5.924
H 1.503 4.035 -6.442
H 0.115 4.895 -7.177
H -0.519 3.387 -5.565
C 1.018 1.410 8.869
O 1.208 1.579 7.472
H 1.917 0.966 9.297
H 0.837 2.383 9.335
H 0.167 0.747 9.045
H 0.398 1.972 7.121
C 9.624 2.888 4.350
O 9.493 3.155 2.961
H 9.174 1.918 4.566
H 10.682 2.863 4.622
H 9.109 3.661 4.925
H 9.898 4.016 2.797
C 4.655 3.828 8.545
O 4.201 2.511 8.279
H 5.745 3.829 8.563
H 4.306 4.504 7.760
H 4.277 4.160 9.516
H 3.233 2.540 8.269
C -4.666 -1.276 -0.572
O -4.795 0.034 -1.101
H -5.381 -1.399 0.243
H -4.879 -2.010 -1.353
H -3.652 -1.420 -0.188
H -4.152 0.115 -1.819
C 4.182 -5.523 -1.499
O 3.389 -4.353 -1.620
H 4.091 -6.106 -2.417
H 5.229 -5.245 -1.350
H 3.831 -6.121 -0.655
H 3.487 -3.856 -0.795
C -3.694 -2.563 -4.691
O -3.491 -1.550 -3.717
H -4.050 -2.101 -5.611
H -2.750 -3.079 -4.887
H -4.441 -3.274 -4.331
H -3.176 -1.986 -2.914
C -5.034 -2.308 -8.256
O -5.887 -2.824 -7.243
H -4.627 -1.354 -7.921
H -4.215 -3.008 -8.439
H -5.606 -2.155 -9.175
H -6.233 -3.667 -7.565
C 3.008 -8.444 1.680
O 2.585 -9.771 1.396
H 4.097 -8.415 1.682
H 2.629 -7.765 0.912
H 2.636 -8.141 2.662
H 1.620 -9.769 1.400
C -9.273 -0.861 -6.980
O -8.005 -1.143 -7.554
H -9.880 -0.326 -7.712
H -9.772 -1.795 -6.710
H -9.145 -0.236 -6.092
H -7.487 -1.617 -6.885
C -6.946 1.419 -9.099
O -6.741 2.433 -8.125
H -7.303 1.882 -10.020
H -6.003 0.902 -9.295
H -7.692 0.710 -8.738
H -6.427 1.997 -7.322
*
```

The total energy is -99869.093 eV.

***

Density functional theory data (ωB97M-V/def2-TZVPD) for a cluster of 9 separate species, C32H68NO16S8 in total at a distorted geometry.

ORCA input file:
```
! wB97M-V def2-TZVPD RIJCOSX def2/J DEFGRID3
* xyz 1 1
N -0.036 0.151 -0.494
H 0.722 -0.250 0.027
H -0.877 -0.122 0.112
H -0.223 0.181 -1.552
H 0.133 1.184 -0.063
C -3.963 4.440 2.456
C -2.722 4.517 3.559
C -2.005 3.115 3.647
S -2.638 2.190 2.273
O -2.866 0.843 2.773
O -1.930 2.183 1.051
C -4.239 2.994 2.219
H -3.574 4.960 1.800
H -4.498 5.197 2.961
H -3.062 4.941 4.385
H -1.909 5.244 3.477
H -2.460 2.726 4.423
H -0.920 2.995 3.560
H -4.984 2.386 2.821
H -4.403 2.849 1.197
C -3.375 5.103 -2.727
C -2.332 5.273 -1.566
C -1.114 4.699 -2.183
S -1.447 3.338 -3.104
O -1.335 2.166 -2.282
O -0.765 3.573 -4.345
C -3.109 3.791 -3.372
H -3.206 5.699 -3.594
H -4.478 5.481 -2.703
H -2.596 4.421 -0.931
H -2.293 6.256 -1.067
H -0.473 4.450 -1.208
H -0.446 5.371 -2.744
H -3.722 2.862 -3.249
H -3.409 3.868 -4.529
C -5.489 -0.953 1.249
C -6.353 -0.865 -0.019
C -5.481 -0.382 -1.055
S -4.057 -1.371 -0.924
O -2.865 -0.545 -1.045
O -4.223 -2.502 -1.664
C -4.250 -1.737 0.837
H -6.068 -1.361 2.016
H -5.072 0.101 1.434
H -7.246 -0.166 0.260
H -6.688 -1.846 -0.198
H -5.222 0.722 -0.843
H -5.777 -0.472 -2.001
H -3.368 -1.396 1.357
H -4.460 -2.800 0.925
C -0.664 -5.793 -0.400
C -0.502 -6.015 1.243
C 0.064 -4.578 1.777
S -0.195 -3.383 0.515
O 1.118 -2.964 -0.034
O -0.960 -2.366 1.152
C -1.048 -4.314 -0.638
H -1.427 -6.507 -0.721
H 0.381 -6.014 -0.590
H 0.048 -6.896 1.541
H -1.668 -6.259 1.759
H 1.319 -4.671 1.906
H -0.063 -4.481 2.861
H -0.819 -3.803 -1.748
H -2.072 -4.245 -0.343
C 3.764 4.073 -2.971
C 4.865 2.932 -2.877
C 4.047 1.628 -2.860
S 2.275 2.032 -3.009
O 1.753 2.061 -1.636
O 1.684 1.137 -3.948
C 2.572 3.512 -3.740
H 4.242 5.049 -3.181
H 3.103 4.288 -2.007
H 5.438 3.040 -2.064
H 5.417 2.724 -3.885
H 4.007 1.141 -1.950
H 4.452 0.947 -3.603
H 1.732 4.242 -4.076
H 3.046 3.289 -4.637
C -0.110 0.676 5.695
C -1.250 -0.431 5.784
C -1.044 -1.281 4.440
S 0.427 -0.826 3.592
O 0.136 0.122 2.568
O 1.170 -2.068 3.329
C 1.104 -0.075 5.068
H 0.214 1.215 6.625
H -0.528 1.221 5.012
H -2.234 -0.090 5.658
H -1.334 -0.890 6.875
H -1.844 -1.279 3.682
H -1.021 -2.368 4.621
H 1.687 0.697 4.595
H 1.585 -0.877 5.623
C 3.190 -3.279 -5.164
C 3.637 -3.974 -3.807
C 2.446 -3.742 -2.872
S 1.978 -2.116 -3.119
O 2.844 -1.268 -2.303
O 0.536 -2.062 -2.983
C 2.495 -2.013 -4.912
H 2.436 -3.874 -5.665
H 4.121 -3.129 -5.801
H 4.339 -3.372 -3.228
H 3.862 -5.058 -3.920
H 2.549 -3.962 -1.840
H 1.736 -4.456 -2.995
H 3.145 -1.137 -4.952
H 1.428 -1.909 -5.373
C 6.149 -1.529 1.877
C 5.323 -2.702 1.295
C 3.885 -2.211 1.189
S 3.750 -0.576 1.698
O 3.599 -0.384 3.092
O 3.142 0.289 0.789
C 5.450 -0.252 1.365
H 7.246 -1.552 1.336
H 5.958 -1.737 2.837
H 5.381 -3.560 2.065
H 5.478 -2.896 0.391
H 3.357 -2.961 1.847
H 3.526 -2.194 0.423
H 5.815 0.699 2.044
H 5.521 -0.152 0.278
*
```

As for the energy above the lowest of the compared OMol25 structures with the same formula, charge and spin: 349.8 kJ/mol.